ORCA calculation (wB97M-V/def2-TZVPD) on a 40-piece molecular cluster, H80O40 overall in a non-equilibrium geometry.

Bonds (Å) are listed after each position.
CARTESIAN COORDINATES (ANGSTROEM)
1 H 1.773 1.167 3.420  O3 1.062
2 H 2.142 2.480 2.989  O3 1.025
3 O 2.695 1.641 3.191  H1 1.062, H2 1.025
4 H -0.013 -0.227 3.707  O6 0.985
5 H -0.891 0.836 4.234  O6 0.892
6 O -0.056 0.729 3.941  H4 0.985, H5 0.892
7 H 2.869 4.583 1.010  O9 0.831
8 H 3.339 3.223 1.360  O9 1.056
9 O 3.186 3.936 0.596  H7 0.831, H8 1.056
10 H 5.612 -2.513 1.933  O12 0.872
11 H 5.484 -0.915 1.802  O12 0.998
12 O 5.969 -1.735 2.098  H10 0.872, H11 0.998
13 H -3.256 -1.342 -4.745  O15 1.021
14 H -3.361 -1.194 -3.104  O15 0.907
15 O -3.370 -0.772 -3.907  H13 1.021, H14 0.907
16 H -1.502 1.116 -2.747  O17 0.956
17 O -1.242 1.054 -3.666  H16 0.956, H95 1.011
18 H 0.215 -4.922 2.313  O19 0.860
19 O -0.372 -4.699 1.725  H18 0.860, H97 0.985
20 H -2.759 -4.090 1.807  O22 0.992
21 H -2.829 -4.405 3.220  O22 0.982
22 O -3.240 -3.756 2.608  H20 0.992, H21 0.982
23 H 2.184 1.830 -1.502  O25 0.802
24 H 1.561 0.631 -1.112  O25 0.946
25 O 2.358 1.055 -1.395  H23 0.802, H24 0.946
26 H 1.686 4.995 -3.418  O28 0.970
27 H 0.180 4.780 -3.570  O28 1.006
28 O 1.003 4.347 -3.185  H26 0.970, H27 1.006
29 H 0.828 2.633 4.424  O31 0.937
30 H 0.446 2.611 5.926  O31 0.966
31 O 1.120 2.870 5.282  H29 0.937, H30 0.966
32 H 1.135 3.043 0.334  O33 0.964
33 O 0.446 3.153 -0.331  H32 0.964, H98 1.001
34 H -0.611 -5.196 -3.284  O36 0.994
35 H -0.179 -4.440 -2.089  O36 0.916
36 O 0.179 -5.009 -2.711  H34 0.994, H35 0.916
37 H -1.570 -2.586 0.095  O39 1.046
38 H -2.286 -2.244 -1.295  O39 0.920
39 O -2.253 -1.980 -0.415  H37 1.046, H38 0.920
40 H -0.581 -2.499 4.270  O42 0.981
41 H 0.683 -2.021 3.288  O42 0.941
42 O 0.128 -1.865 4.032  H40 0.981, H41 0.941
43 H 2.593 -4.452 3.392  O45 0.969
44 H 3.003 -5.307 2.120  O45 0.960
45 O 2.812 -5.335 3.060  H43 0.969, H44 0.960
46 H -2.900 -4.554 -4.223  O48 1.003
47 H -2.745 -4.210 -2.543  O48 0.966
48 O -2.440 -4.104 -3.453  H46 1.003, H47 0.966
49 H 4.065 1.503 1.691  O51 0.914
50 H 3.777 0.304 2.459  O51 1.017
51 O 4.288 0.619 1.638  H49 0.914, H50 1.017
52 H 4.933 -4.374 -1.222  O53 0.965
53 O 3.977 -4.437 -1.101  H52 0.965, H94 0.948
54 H -1.981 6.231 0.758  O56 0.957
55 H -2.677 5.020 0.065  O56 1.008
56 O -1.852 5.300 0.574  H54 0.957, H55 1.008
57 H -4.789 0.420 -0.191  O58 1.099
58 O -4.798 -0.426 0.511  H57 1.099, H96 0.954
59 H -2.133 1.205 0.436  O61 0.969
60 H -2.309 -0.337 0.195  O61 0.947
61 O -2.071 0.486 -0.209  H59 0.969, H60 0.947
62 H 3.148 3.486 -2.334  O64 0.998
63 H 2.852 4.852 -1.527  O64 0.944
64 O 3.232 4.480 -2.306  H62 0.998, H63 0.944
65 H 0.944 -5.753 -0.788  O67 1.038
66 H 2.475 -6.184 -0.615  O67 0.949
67 O 1.612 -6.340 -0.252  H65 1.038, H66 0.949
68 H -4.486 -4.278 -1.045  O70 1.012
69 H -4.519 -2.779 -0.511  O70 0.951
70 O -4.526 -3.300 -1.306  H68 1.012, H69 0.951
71 H -0.730 3.042 1.567  O73 0.969
72 H -0.801 1.618 2.247  O73 1.072
73 O -0.518 2.638 2.421  H71 0.969, H72 1.072
74 H 0.603 5.987 3.763  O76 0.976
75 H 1.207 6.373 2.419  O76 0.934
76 O 1.210 5.692 3.058  H74 0.976, H75 0.934
77 H -4.472 1.330 -2.488  O79 0.933
78 H -3.416 0.739 -1.597  O79 0.927
79 O -4.126 1.335 -1.621  H77 0.933, H78 0.927
80 H -1.442 3.211 -1.935  O82 0.921
81 H -2.610 2.612 -1.159  O82 0.950
82 O -2.094 3.395 -1.310  H80 0.921, H81 0.950
83 H -0.778 -0.270 -4.874  O85 0.942
84 H 0.081 -0.262 -5.927  O85 0.909
85 O -0.579 -0.807 -5.622  H83 0.942, H84 0.909
86 H 0.892 -2.177 -4.712  O88 0.819
87 H 0.673 -1.520 -3.594  O88 0.933
88 O 1.354 -1.746 -4.191  H86 0.819, H87 0.933
89 H -2.551 3.725 2.071  O90 0.978
90 O -2.867 2.846 1.781  H89 0.978, H99 0.871
91 H 3.081 -0.962 0.161  O93 0.991
92 H 3.661 -2.281 0.892  O93 0.902
93 O 3.231 -1.941 0.175  H91 0.991, H92 0.902
94 H 3.886 -3.496 -1.029  O53 0.948
95 H -1.988 0.603 -4.177  O17 1.011
96 H -4.153 -0.120 1.144  O58 0.954
97 H -0.264 -3.864 1.214  O19 0.985
98 H 0.261 4.119 -0.516  O33 1.001
99 H -2.705 3.106 0.966  O90 0.871
100 O 3.676 -2.484 3.093  H101 1.067, H102 0.974
101 H 3.823 -3.527 3.262  O100 1.067
102 H 4.084 -1.898 3.755  O100 0.974
103 O -2.685 0.516 3.518  H104 0.943, H105 0.996
104 H -2.826 0.938 4.349  O103 0.943
105 H -2.905 1.165 2.796  O103 0.996
106 O -2.428 -4.808 -0.817  H107 1.069, H108 0.971
107 H -2.023 -5.672 -0.334  O106 1.069
108 H -1.540 -4.553 -1.118  O106 0.971
109 O -4.534 4.342 -1.387  H110 0.903, H111 0.919
110 H -4.653 3.855 -2.138  O109 0.903
111 H -4.617 3.666 -0.770  O109 0.919
112 O 1.255 6.158 -0.923  H113 0.925, H114 0.995
113 H 0.445 6.581 -0.776  O112 0.925
114 H 1.513 6.527 -1.809  O112 0.995
115 O 1.225 -2.704 1.487  H116 0.961, H117 1.026
116 H 1.568 -2.084 0.838  O115 0.961
117 H 2.178 -2.877 1.827  O115 1.026
118 O 1.509 1.335 -4.821  H119 0.975, H120 0.989
119 H 1.155 1.520 -3.932  O118 0.975
120 H 2.481 1.281 -4.643  O118 0.989

Calculated values
- Frontier orbital gap: 9.67 eV
- Relative energy (zero: lowest compared OMol25 entry of this formula, charge and spin): 370.7 kcal per mole
- HOMO energy: -10.2 eV